[1]
The following is a quantum chemistry calculation of a 3-piece molecular cluster, C12H35BN2O7P2 overall in a non-equilibrium geometry, from OMol25.

The geometry in ORCA input format:
```
! RIJCOSX wB97M-V def2-TZVPD def2/J DEFGRID3
* xyz 0 1
H 0.227 -3.230 -4.587
H -0.354 -4.721 -1.194
H -4.625 1.443 3.742
H -0.525 -0.635 0.373
B 1.195 0.306 0.853
O 4.993 1.437 0.969
C 1.043 0.500 -2.877
H -0.659 -0.347 -1.864
H -2.268 1.901 6.671
C -3.837 3.381 4.240
H -2.735 -3.281 -5.382
H 0.203 -4.669 -2.863
H 2.846 -0.615 -2.879
H 0.731 1.805 -4.212
H 0.900 2.238 1.057
C 1.950 -0.530 -2.261
H -0.344 1.366 -1.462
O 1.376 1.531 1.508
O 3.347 3.366 1.077
H -0.666 -1.884 -5.281
H 3.612 1.508 -1.938
H -3.096 3.849 4.889
C -0.127 -4.053 -2.025
H -3.623 3.669 3.210
H -1.243 2.665 4.486
C -1.751 -3.742 -5.283
P 4.239 2.525 0.040
O -1.173 -2.271 -3.391
H 2.246 2.272 -1.163
H -0.541 1.569 6.595
H 2.804 2.828 1.668
H 2.610 -2.238 0.588
H -2.198 -3.902 -2.622
N 0.100 -0.547 1.170
C -1.479 1.609 4.665
H 3.872 -0.458 -0.167
C -3.854 1.870 4.384
H 0.698 -3.408 -1.721
H 4.543 1.186 1.781
H -0.446 -0.182 1.948
O -2.655 1.234 3.968
H -4.813 3.784 4.515
P 2.534 -0.222 -0.531
O 5.180 3.365 -0.694
H -1.060 0.931 -3.010
O 2.241 -1.939 -0.250
H -1.857 -4.656 -4.698
C -0.332 0.614 -2.261
N 1.456 1.173 -3.868
H -0.687 1.029 4.187
C -0.766 -2.772 -4.656
H -1.675 -2.660 -1.496
H -1.706 0.260 6.335
H -4.102 1.590 5.414
H -1.401 -4.026 -6.276
C 3.088 1.593 -0.978
H 1.437 -1.489 -2.230
C -1.364 -3.240 -2.368
C -1.506 1.317 6.154
*
```

Values from the calculation:
ΔE to the lowest compared entry with this formula, charge and spin in kJ/mol: 0.0
Orbital gap in eV: 9.1
E in hartree: -1822.07148
Strongest force on any atom in eV/A: 1.24
SMILES: [H]/N=C(\C)C[PH](O)(CP(=O)(O)O)B(N)O.CCOCC.CCOCC

=====

[2]
The following is a quantum chemistry calculation of C28H53GdO2PSe2Si2 as an isolated structure in a non-equilibrium geometry, from OMol25.

The geometry in ORCA input format:
```
! RIJCOSX wB97M-V def2-TZVPD def2/J DEFGRID3
* xyz 1 8
H -1.719 -2.059 -5.334
H -5.233 0.494 1.116
H 2.899 2.957 -1.160
C 1.395 3.258 5.662
C 0.710 2.595 4.638
H 2.859 1.932 -5.934
Si 3.358 0.523 -1.339
H 0.010 3.134 4.002
H 1.206 -2.825 -3.022
C -1.339 -0.706 -3.564
H -1.633 -3.777 -3.920
C -2.886 1.393 -1.115
C 4.722 -0.352 -2.338
H 3.819 -0.567 0.886
H 2.035 -0.532 5.040
H 2.807 3.079 7.260
H -2.043 -2.284 -1.186
C -4.733 -0.920 -1.725
Se 0.977 -1.157 1.976
H 3.177 1.075 1.116
H 1.745 -0.043 -2.953
H 3.719 0.455 -7.728
C 1.696 -0.390 -1.873
H -2.320 -0.404 -5.377
C -2.496 -2.687 5.893
H -1.124 3.979 -5.467
C -0.717 -3.940 -3.360
O -0.546 -1.604 -2.647
H 0.408 2.110 -4.513
H 4.669 -1.454 -2.256
H -0.614 -0.665 -5.666
P -0.120 0.251 3.254
H -0.993 -4.134 -2.336
C 2.190 1.152 -6.373
C 0.468 2.515 -5.553
H -3.465 2.170 -0.603
H -0.909 3.216 -7.051
H -0.294 -4.887 -3.730
H 0.577 -0.913 -2.113
H -3.677 0.342 1.932
H -1.006 0.343 -3.454
C -1.933 -1.562 6.484
H 2.271 0.262 -5.710
H 1.198 3.364 -5.495
H 4.238 2.669 -2.257
C 1.855 0.532 5.232
C 2.530 1.204 6.237
H 4.881 0.841 0.636
Gd -0.419 0.028 -0.139
C -2.061 -1.615 -0.288
C 2.296 2.553 6.466
H -3.143 1.486 -2.177
H -1.799 -2.012 2.628
Si -3.463 -0.312 -0.491
H -2.391 -0.715 -3.131
H -1.835 1.748 -1.032
C 3.845 0.461 0.476
H 0.268 -2.472 -4.575
C -1.297 -0.593 5.693
H 1.216 4.313 5.813
H 2.597 2.317 -2.801
C -4.319 -0.115 1.167
C -2.477 -2.847 4.504
H 5.762 -0.090 -2.076
C -1.207 -0.780 4.307
H -4.527 -0.641 -2.761
H 2.087 -0.028 -8.213
H -4.621 -1.111 1.520
Se -1.170 1.733 1.995
H 2.571 1.629 -8.444
O 0.816 1.509 -6.505
C -0.882 3.047 -5.969
C 3.263 2.267 -1.932
C -1.843 -1.879 3.710
C 0.918 1.218 4.446
H -2.966 -3.468 6.507
C 2.679 0.778 -7.756
H -1.671 2.318 -5.771
H -0.869 0.281 6.162
H 4.611 -0.119 -3.408
C 0.196 -2.757 -3.506
H -4.833 -2.007 -1.685
H -5.720 -0.505 -1.499
H 3.251 0.665 6.855
H -1.966 -1.443 7.562
H -1.994 -2.193 0.639
H -2.934 -3.718 4.027
H 2.250 -1.380 -1.778
C -1.452 -1.025 -5.054
*
```

Values from the calculation:
ΔE to the lowest compared entry with this formula, charge and spin in kJ/mol: 191.1
Orbital gap (alpha / beta) in eV: 5.0 / 5.1
E in hartree: -7737.58306
Strongest force on any atom in eV/A: 4.20